Entry 1:
C5H10AlClF4NO | ωB97M-V with the def2-TZVPD basis set

Values from the calculation:
Lowest unoccupied orbital energy (eV): 2.78
Calculated total energy (Ha): -1428.9248
Orbital gap (eV): 9.60

The geometry in ORCA input format:
```
! wB97M-V def2-TZVPD RIJCOSX def2/J DEFGRID3
* xyz -1 1
C 2.34075 -1.48672 -0.34415
C 1.63327 -1.33111 -1.46044
C 0.88283 -0.08507 -1.87071
C 1.59198 1.22786 -1.48565
N 1.38145 1.61681 -0.10517
O -0.48670 -0.10613 -1.49787
C -0.78804 -0.58974 -0.22961
Cl -1.28418 -2.33053 -0.26698
H 3.09702 -0.80262 0.02468
H 2.19128 -2.39161 0.23603
H 1.53508 -2.17850 -2.12929
H 0.88763 -0.08314 -2.96333
H 2.64552 1.12673 -1.78569
H 1.16054 1.98479 -2.13934
H 1.78109 0.95285 0.54214
H 1.73882 2.54212 0.08406
H -0.01705 -0.44572 0.50929
H -1.66102 -0.05926 0.12427
F -4.22441 2.10939 3.16616
Al -3.72954 0.48742 2.95425
F -3.95285 -0.37495 4.41229
F -2.07064 0.44970 2.51399
F -4.65283 -0.23255 1.71107
*
```

natural (NBO) population analysis, charges in e, atoms 1 to 2:
1. C -0.4207
2. C -0.1789

=====

Entry 2:
C5H10AlO3 | ωB97M-V with the def2-TZVPD basis set

Values from the calculation:
Energy relative to the best compared isomer or geometry (same formula, charge and spin) (eV): 6.197
Lowest unoccupied orbital energy (spin up / spin down) (eV): -6.52 / -5.45
Calculated total energy (Ha): -664.1989
Orbital gap (spin up / spin down) (eV): 5.17 / 8.03

The geometry in ORCA input format:
```
! wB97M-V def2-TZVPD RIJCOSX def2/J DEFGRID3
* xyz 1 1
O -1.77437 -0.77731 1.49551
C -2.06763 -1.27540 0.21678
C -0.95609 -0.98447 -0.78085
O -0.88225 0.48187 -0.89735
C 0.35669 0.94812 -1.46086
C 1.43237 0.19059 -0.69140
O 1.67537 0.98465 0.51417
C 2.93488 0.73004 1.10450
Al -0.14565 0.26136 1.03119
H -3.02062 -0.83288 -0.14922
H -2.21113 -2.37515 0.22898
H -1.20077 -1.39524 -1.77390
H 0.41520 2.04145 -1.54928
H 0.39661 0.57243 -2.49691
H 2.35983 0.13293 -1.27502
H 3.72461 1.22505 0.51973
H 2.90844 1.12145 2.12792
H 3.15198 -0.35005 1.13988
H 0.57087 -1.13971 -1.05450
*
```

natural (NBO) population analysis, charges in e, atoms 1 to 2:
1. O -0.8608
2. C -0.1441

=====

Entry 3:
C5H10AlO4 | ωB97M-V with the def2-TZVPD basis set

Values from the calculation:
Energy relative to the best compared isomer or geometry (same formula, charge and spin) (eV): 0.000
Lowest unoccupied orbital energy (eV): 3.29
Calculated total energy (Ha): -740.0486
Orbital gap (eV): 7.92

The geometry in ORCA input format:
```
! wB97M-V def2-TZVPD RIJCOSX def2/J DEFGRID3
* xyz -1 1
O -1.99381 -2.01102 -0.08144
C -1.25980 -1.93806 -1.03300
O -1.79896 -2.01316 -2.29216
C 0.24583 -1.81078 -1.01370
C 0.83399 -1.50636 0.37679
Al 1.18019 0.47359 0.44867
O 0.90980 1.33244 2.02280
C -0.30143 2.04133 1.78784
C -0.26380 2.47386 0.32347
O -0.20108 1.27660 -0.43499
H -1.07047 -1.98808 -2.92500
H 0.65606 -2.74321 -1.42710
H 0.50992 -1.01238 -1.72409
H 0.15446 -1.83979 1.16351
H 1.80029 -2.01385 0.49372
H 2.55054 0.92523 -0.28519
H -1.13074 1.31949 1.88390
H -0.45240 2.88829 2.47586
H 0.70861 2.99474 0.21058
H -1.07721 3.15111 0.02953
*
```

natural (NBO) population analysis, charges in e, atoms 1 to 2:
1. O -0.5797
2. C 0.8063

=====

Entry 4:
C5H10AuCl2N2S | ωB97M-V with the def2-TZVPD basis set

Values from the calculation:
Energy relative to the best compared isomer or geometry (same formula, charge and spin) (eV): 0.000
Lowest unoccupied orbital energy (eV): -3.03
Calculated total energy (Ha): -1760.0893
Orbital gap (eV): 9.54

The geometry in ORCA input format:
```
! wB97M-V def2-TZVPD RIJCOSX def2/J DEFGRID3
* xyz 1 1
Au -0.11105 0.65106 1.96995
Cl -1.89112 0.15343 3.56333
C -1.08867 0.36509 5.18752
Cl 0.40983 1.24004 5.05735
H -0.90563 -0.63082 5.56844
H -1.79504 0.92134 5.79045
C 0.41298 -1.81385 -0.59897
N 0.42119 -0.59493 -1.38840
C -0.18385 -0.54943 -2.72720
C 0.17212 0.86430 -3.22011
N 0.62903 1.49481 -1.97697
C 0.82222 0.60542 -1.00669
S 1.59853 1.03399 0.49350
H 0.78411 -2.63227 -1.21355
H -0.60075 -2.04510 -0.26708
H 1.05980 -1.68931 0.26334
H -1.26030 -0.70995 -2.65174
H 0.24471 -1.33252 -3.34881
H -0.69124 1.38532 -3.62361
H 0.96598 0.85886 -3.96520
H 1.00716 2.42453 -1.90552
*
```

natural (NBO) population analysis, charges in e, atoms 1 to 2:
1. Au 0.4560
2. Cl 0.0076

=====

Entry 5:
C5H10BN | ωB97M-V with the def2-TZVPD basis set

Values from the calculation:
Structure (SMILES): NB1C[C@H]1C1CC1
Energy relative to the best compared isomer or geometry (same formula, charge and spin) (eV): 2.753
Lowest unoccupied orbital energy (eV): 0.55
Calculated total energy (Ha): -276.0467
Orbital gap (eV): 8.58

The geometry in ORCA input format:
```
! wB97M-V def2-TZVPD RIJCOSX def2/J DEFGRID3
* xyz 0 1
N 2.90495 -0.93977 0.05433
B 1.94422 0.02956 -0.10346
C 1.35710 1.39109 -0.06239
C 0.40000 0.26532 0.31288
C -0.83043 -0.00141 -0.41015
C -1.70834 -1.12457 0.11447
C -2.18098 0.32143 0.14616
H 3.84188 -0.85358 -0.23614
H 2.64211 -1.86343 0.19400
H 1.48059 2.12929 0.60689
H 1.13388 1.75096 -0.97682
H 0.08910 0.13957 1.35398
H -0.73544 0.33624 -1.49395
H -1.47843 -1.65808 1.02937
H -2.21370 -1.63646 -0.67667
H -3.05495 0.64938 -0.58567
H -2.17416 0.85146 1.11228
*
```

natural (NBO) population analysis, charges in e, atoms 1 to 2:
1. N -1.0023
2. B 0.7877

=====

Entry 6:
C5H10BrF2N2 | ωB97M-V with the def2-TZVPD basis set

Values from the calculation:
Energy relative to the best compared isomer or geometry (same formula, charge and spin) (eV): 2.076
Lowest unoccupied orbital energy (spin up / spin down) (eV): -4.14 / -4.14
Calculated total energy (Ha): -3079.3722
Orbital gap (spin up / spin down) (eV): 8.08 / 8.08

The geometry in ORCA input format:
```
! wB97M-V def2-TZVPD RIJCOSX def2/J DEFGRID3
* xyz 1 1
C 0.14823 0.35954 0.34746
C 1.46430 -0.90135 -1.21974
C 0.15325 2.75177 1.12911
C 0.85401 -0.87960 0.19383
C -1.92413 0.22940 -0.89054
N 0.49848 1.38310 0.96263
N -0.01094 -2.05478 0.53131
F -2.42608 1.36054 -1.45990
F -1.67409 -0.71386 -1.89623
Br -3.12770 -0.56264 0.37020
H 2.43906 -1.49917 -1.18443
H 1.55787 0.16040 -1.41976
H 0.79553 -1.33384 -1.91377
H 0.98248 3.43222 1.11554
H -0.29778 2.99005 2.08345
H -0.54571 3.23257 0.46890
H 1.64671 -0.69647 0.97573
H -0.97400 -1.91519 0.75539
H 0.37309 -2.52335 1.29012
H 0.06741 -2.81933 -0.23931
*
```

natural (NBO) population analysis, charges in e, atoms 1 to 2:
1. C 0.3867
2. C -0.6062

=====

Entry 7:
C5H10BrNO | ωB97M-V with the def2-TZVPD basis set

Values from the calculation:
Energy relative to the best compared isomer or geometry (same formula, charge and spin) (eV): 0.263
Lowest unoccupied orbital energy (spin up / spin down) (eV): 0.78 / -0.26
Calculated total energy (Ha): -2900.3382
Orbital gap (spin up / spin down) (eV): 7.74 / 10.14

The geometry in ORCA input format:
```
! wB97M-V def2-TZVPD RIJCOSX def2/J DEFGRID3
* xyz 0 3
C -0.37399 1.64637 0.25393
C 1.20207 -1.06111 -1.35453
C 0.67866 -0.89233 1.13879
C -2.66865 1.40526 -0.39221
C 1.51382 -0.47062 0.01113
N -0.09999 2.83425 0.07165
O -1.42621 0.88184 0.11282
Br 2.97721 0.68413 0.08005
H 0.43682 -1.93492 -1.26513
H 2.17525 -1.51648 -1.73343
H 0.93264 -0.25049 -2.09568
H 0.79156 -1.94788 1.54173
H -0.40373 -0.62416 0.89675
H 1.08049 -0.20668 1.92809
H -3.51492 1.45244 0.35346
H -3.08462 0.79370 -1.21643
H -2.46666 2.36124 -0.80248
H 0.93428 3.03528 0.12320
*
```

natural (NBO) population analysis, charges in e, atoms 1 to 2:
1. C 0.5837
2. C -0.7027

=====

Entry 8:
C5H10BrP | ωB97M-V with the def2-TZVPD basis set

Values from the calculation:
Energy relative to the best compared isomer or geometry (same formula, charge and spin) (eV): 2.895
Lowest unoccupied orbital energy (spin up / spin down) (eV): -0.84 / -0.49
Calculated total energy (Ha): -3111.7400
Orbital gap (spin up / spin down) (eV): 6.81 / 7.71

The geometry in ORCA input format:
```
! wB97M-V def2-TZVPD RIJCOSX def2/J DEFGRID3
* xyz 0 1
C -2.55295 1.86936 0.32867
C -1.92767 0.70957 0.69906
C 0.84087 -1.98345 -0.59843
C 2.48159 0.30099 -0.82701
C -0.67891 0.43119 1.32753
P 1.70872 -0.78418 0.47490
Br -2.86928 -0.90244 0.04185
H -2.36482 2.89046 0.62754
H -3.37449 1.70325 -0.34326
H 0.48444 -2.87416 -0.05304
H 1.28488 -2.30421 -1.50588
H -0.07081 -1.48241 -0.91694
H 3.39304 -0.14898 -1.20339
H 2.81021 1.24881 -0.28269
H 1.77338 0.59219 -1.49508
H -0.19602 1.25010 1.77433
H -0.74218 -0.51608 1.95185
*
```

natural (NBO) population analysis, charges in e, atoms 1 to 2:
1. C -0.4046
2. C -0.0915